1.
The following is a quantum chemistry calculation of C4H11BrCeClCr as an isolated structure, from OMol25.

```
19
C4H11BrCeClCr ωB97M-V/def2-TZVPD
Ce -1.662 -1.644 0.810
Cl 0.911 -1.234 0.143
C -0.817 -1.797 2.882
H -1.611 -2.433 3.331
H -0.753 -0.796 3.346
H 0.133 -2.367 2.868
Cr 0.314 0.733 -0.838
C 1.678 1.778 0.376
C 0.470 -0.074 -2.740
C -1.187 1.976 -1.027
H -0.265 -0.875 -2.912
H 0.306 0.696 -3.506
H 1.457 -0.525 -2.933
H 1.369 1.686 1.436
H 2.715 1.390 0.321
H 1.707 2.856 0.131
H -1.289 2.918 -0.417
H -1.842 2.005 -1.946
Br -1.635 -4.292 0.674
```

Kohn-Sham gap (spin up / spin down): 3.985 / 5.084 eV
Energy relative to the best compared isomer or geometry (same formula, charge and spin): 1.3 kcal per mole
<S²>: 6.34
Net charge: -1
2S+1: 5

---

2.
The following is a quantum chemistry calculation of a 14-piece molecular cluster, C20H69NO17S overall, from OMol25.

```
108
C20H69NO17S ωB97M-V/def2-TZVPD
C -2.783 7.477 2.376
O -3.310 6.734 3.473
C -2.459 5.661 3.772
O -3.252 4.549 4.160
S -3.738 3.613 2.867
O -4.267 4.499 1.796
O -2.314 2.994 2.278
C -1.798 2.045 3.254
C -1.215 0.766 2.616
C 0.205 0.916 1.989
C 0.385 2.126 1.041
C -0.614 2.206 -0.147
N -1.287 0.949 -0.463
H -1.935 8.070 2.754
H -3.579 8.116 1.985
H -2.448 6.827 1.554
H -1.825 5.360 2.920
H -1.779 5.977 4.579
H -2.690 1.719 3.825
H -1.139 2.538 3.980
H -1.953 0.388 1.900
H -1.122 0.044 3.444
H 0.524 -0.003 1.474
H 0.923 1.048 2.817
H 0.434 3.083 1.584
H 1.391 2.012 0.586
H -1.306 3.044 -0.006
H -0.017 2.484 -1.037
H -0.633 0.190 -0.569
H -1.872 1.071 -1.273
C -1.639 -2.207 -1.565
O -0.265 -2.459 -1.276
H -1.966 -1.355 -0.975
H -1.760 -1.979 -2.629
H -2.241 -3.078 -1.302
H 0.002 -3.214 -1.806
C 0.097 2.987 -4.556
O -0.664 2.525 -3.443
H 1.152 2.923 -4.298
H -0.093 2.364 -5.434
H -0.153 4.026 -4.781
H -1.590 2.588 -3.682
C -1.543 -6.409 -1.271
O -2.373 -5.408 -1.865
H -0.627 -5.935 -0.923
H -2.055 -6.870 -0.424
H -1.293 -7.175 -2.011
H -3.173 -5.844 -2.164
C 4.118 0.244 -1.029
O 3.295 1.336 -0.633
H 4.625 -0.140 -0.147
H 3.508 -0.552 -1.466
H 4.865 0.574 -1.756
H 2.855 1.663 -1.421
C 1.930 -1.495 5.173
O 1.069 -0.389 5.418
H 1.353 -2.290 4.705
H 2.740 -1.199 4.501
H 2.346 -1.859 6.115
H 1.600 0.295 5.831
C -1.949 -6.256 -5.117
O -1.534 -7.618 -5.179
H -1.835 -5.910 -4.093
H -1.326 -5.642 -5.774
H -2.999 -6.170 -5.412
H -1.638 -7.911 -6.085
C 3.152 1.554 8.270
O 3.723 0.318 7.839
H 2.115 1.374 8.549
H 3.694 1.938 9.137
H 3.186 2.289 7.464
H 4.633 0.493 7.599
C 1.125 -1.949 -4.068
O 1.551 -3.311 -4.126
H 1.233 -1.599 -3.045
H 1.742 -1.332 -4.727
H 0.076 -1.872 -4.363
H 1.450 -3.611 -5.033
C 1.966 2.453 -8.260
O 1.598 3.572 -7.460
H 2.372 1.684 -7.606
H 1.091 2.053 -8.781
H 2.727 2.740 -8.990
H 1.243 4.240 -8.048
C 1.967 5.186 8.394
O 3.277 4.652 8.562
H 1.550 4.784 7.472
H 1.327 4.896 9.231
H 2.007 6.276 8.322
H 3.631 5.014 9.376
C -1.032 -9.613 1.216
O -1.908 -8.520 1.475
H -1.607 -10.408 0.748
H -0.230 -9.306 0.539
H -0.602 -9.985 2.150
H -1.388 -7.829 1.887
C 3.877 -5.791 -5.726
O 2.647 -5.958 -5.030
H 4.046 -6.674 -6.339
H 3.834 -4.910 -6.374
H 4.703 -5.685 -5.018
H 2.511 -5.174 -4.495
C -4.410 4.947 -1.750
O -3.104 4.410 -1.609
H -4.861 4.577 -2.669
H -5.025 4.642 -0.900
H -4.358 6.038 -1.794
H -2.744 4.757 -0.791
```

Kohn-Sham gap: 8.524 eV

---

3.
The following is a quantum chemistry calculation of C19H37Cl2GaIN5O2P as an isolated structure, from OMol25.

```
68
C19H37Cl2GaIN5O2P ωB97M-V/def2-TZVPD
C 4.850 -2.448 5.435
C 4.723 -1.323 4.400
C 3.432 -1.311 3.563
I 2.892 -3.271 2.844
Ga 1.887 -0.387 4.444
Cl 2.624 1.162 5.847
Cl 0.760 0.726 2.826
P 0.263 -1.722 5.486
N 0.745 -2.464 6.772
O -1.016 -0.759 5.774
O -0.392 -2.680 4.328
H 5.136 -3.398 4.967
H 5.622 -2.195 6.175
H 3.904 -2.588 5.978
H 4.746 -0.367 4.943
H 5.596 -1.345 3.727
H 3.610 -0.785 2.617
H 0.559 -3.462 6.788
H -1.194 -0.207 4.996
H 0.047 -3.540 4.306
C -1.312 0.885 -0.305
C -1.804 2.018 0.578
C -3.100 2.681 0.098
C -2.984 3.260 -1.245
N -2.892 3.709 -2.302
H -1.092 1.232 -1.318
H -0.398 0.465 0.114
H -2.052 0.083 -0.373
H -1.025 2.780 0.639
H -1.960 1.661 1.597
H -3.403 3.479 0.777
H -3.909 1.947 0.069
C 2.128 3.744 -1.686
C 1.690 3.583 -0.237
C 2.814 3.102 0.685
C 3.312 1.788 0.277
N 3.657 0.737 -0.042
H 2.456 2.789 -2.101
H 1.305 4.108 -2.301
H 2.955 4.454 -1.771
H 0.867 2.869 -0.178
H 1.319 4.534 0.152
H 2.457 3.004 1.713
H 3.649 3.807 0.681
C -5.987 0.485 -4.372
C -4.621 1.006 -3.947
C -3.487 0.022 -4.257
C -3.659 -1.254 -3.555
N -3.791 -2.241 -2.975
H -6.244 -0.431 -3.837
H -6.763 1.222 -4.166
H -6.009 0.265 -5.443
H -4.618 1.224 -2.877
H -4.396 1.944 -4.457
H -2.520 0.436 -3.962
H -3.447 -0.186 -5.329
C -0.508 -3.232 -4.373
C 0.853 -3.368 -3.714
C 0.900 -2.585 -2.400
C 0.603 -1.171 -2.635
N 0.326 -0.070 -2.822
H -0.714 -2.182 -4.594
H -0.557 -3.785 -5.312
H -1.306 -3.597 -3.724
H 1.632 -2.993 -4.382
H 1.090 -4.413 -3.510
H 1.876 -2.660 -1.918
H 0.156 -2.965 -1.696
```

Kohn-Sham gap: 7.666 eV
Net charge: -1

---

4.
The following is a quantum chemistry calculation of C47H34CoIOP2S4 as an isolated structure, from OMol25.

```
90
C47H34CoIOP2S4 ωB97M-V/def2-TZVPD
Co 0.555 0.708 0.809
O -2.340 2.410 1.520
S -1.706 1.166 1.036
C -2.513 -0.134 2.009
C -3.643 0.227 2.734
C -4.238 -0.701 3.572
C -3.700 -1.977 3.690
C -2.564 -2.319 2.976
C -1.942 -1.395 2.137
P -0.500 -1.814 1.074
C -1.354 -3.211 0.216
C -2.478 -2.894 -0.553
C -3.164 -3.877 -1.245
C -2.736 -5.199 -1.188
C -1.622 -5.522 -0.431
C -0.933 -4.535 0.269
C 0.687 -2.651 2.169
C 1.843 -3.136 1.554
C 2.884 -3.648 2.311
C 2.787 -3.669 3.697
C 1.649 -3.178 4.317
C 0.602 -2.668 3.558
C -2.456 0.874 -0.590
C -3.845 0.889 -0.672
C -4.464 0.734 -1.898
C -3.689 0.579 -3.044
C -2.308 0.588 -2.955
C -1.658 0.744 -1.725
P 0.186 0.666 -1.567
C 0.839 2.145 -2.409
C 0.146 2.956 -3.301
C 0.777 4.045 -3.887
C 2.107 4.319 -3.597
C 2.803 3.509 -2.710
C 2.169 2.432 -2.107
C 0.504 -0.583 -2.891
C 0.017 -1.875 -2.707
C 0.242 -2.873 -3.639
C 0.979 -2.597 -4.784
C 1.475 -1.317 -4.979
C 1.239 -0.316 -4.043
H -4.008 1.243 2.653
H -5.119 -0.428 4.140
H -4.163 -2.705 4.345
H -2.152 -3.318 3.062
H -2.817 -1.864 -0.617
H -4.031 -3.608 -1.837
H -3.268 -5.968 -1.734
H -1.277 -6.548 -0.380
H -0.065 -4.805 0.855
H 1.957 -3.064 0.477
H 3.787 -3.979 1.815
H 3.610 -4.043 4.292
H 1.579 -3.165 5.398
H -0.268 -2.264 4.059
H -4.430 1.027 0.228
H -5.546 0.733 -1.963
H -4.164 0.448 -4.008
H -1.715 0.449 -3.851
H -0.895 2.757 -3.525
H 0.226 4.683 -4.568
H 2.596 5.171 -4.052
H 3.835 3.726 -2.464
H 2.697 1.823 -1.378
H -0.546 -2.111 -1.818
H -0.149 -3.868 -3.460
H 1.174 -3.375 -5.512
H 2.061 -1.090 -5.861
H 1.653 0.668 -4.213
I 0.905 0.866 3.662
C 1.987 2.629 3.292
C 2.831 3.064 4.272
C 3.459 4.320 4.128
C 3.149 5.110 3.059
C 2.242 4.674 2.061
C 1.823 5.548 1.029
C 0.881 5.123 0.138
C 0.426 3.784 0.164
C 0.860 2.830 1.062
C 1.694 3.357 2.107
H 3.004 2.465 5.156
H 4.151 4.661 4.889
H 3.580 6.102 2.964
H 2.231 6.553 0.992
H 0.506 5.800 -0.623
H -0.282 3.509 -0.611
S 5.338 -1.557 0.032
C 3.775 -0.884 -0.062
S 3.239 -1.441 -1.582
S 3.001 0.057 1.060
```

Kohn-Sham gap (spin up / spin down): 5.989 / 6.165 eV
<S²>: 3.79
Net charge: -1
2S+1: 4